The following is a quantum chemistry calculation of a structure of composition C34H33BrIIrN2O2Si2 in a non-equilibrium geometry, from OMol25.

Values from the calculation:
- total charge = +1
- max |F| (eV Å⁻¹) = 3.1
- LUMO (spin up / spin down) (eV) = -5.987 / -5.877
- orbital gap (spin up / spin down) (eV) = 4.74 / 4.85
- 2S+1 = 2
- E_HOMO (spin up / spin down) (eV) = -10.7 / -10.7
- energy above the lowest of the compared OMol25 structures with the same formula, charge and spin (kcal/mol) = 103.2

```
76
Properties=species:S:1:pos:R:3:mulliken_charge:R:1
Ir 1.4658 0.0340 1.4511 2.332
I 3.3397 -0.0029 3.3104 -0.225
C 2.6685 3.0942 2.1809 -0.936
C 3.3970 4.2143 2.3982 -0.979
C 2.6905 5.4005 2.6935 -0.529
C 1.3248 5.3787 2.7929 -0.925
C 0.5867 4.1891 2.6071 0.589
C -0.8119 4.1323 2.7950 -0.855
C -1.4982 2.9637 2.6014 -1.327
C -0.8227 1.8030 2.1943 0.127
C 0.5449 1.7931 2.0266 0.434
C 1.2828 2.9902 2.2482 1.461
H 4.4789 4.2297 2.3576 0.476
H 3.2378 6.3204 2.8476 0.430
H 0.7802 6.2836 3.0307 0.414
H -1.3346 5.0289 3.1040 0.410
H -2.5672 2.9290 2.7615 0.512
H -1.4144 0.9111 2.0280 0.275
C 0.5407 2.4487 -1.1016 -1.114
Si 1.8629 1.1565 -0.6731 0.389
C 3.5839 1.9483 -0.7417 -1.107
C 1.7951 -0.2490 -1.9514 0.668
C 1.7523 0.0676 -3.3090 -0.506
C 1.7608 -0.9288 -4.2736 -0.949
C 1.7891 -2.2624 -3.8898 -0.719
C 1.8300 -2.5909 -2.5419 -0.567
C 1.8489 -1.5906 -1.5690 0.281
Si 2.0984 -2.0743 0.2440 0.097
C 3.9058 -2.5577 0.5247 -1.224
C 0.9748 -3.5312 0.7023 -1.031
H 0.5859 2.6991 -2.1628 0.548
H 0.7196 3.3641 -0.5359 0.331
H -0.4772 2.1205 -0.8853 0.243
H 3.6376 2.6557 -1.5721 0.386
H 4.3603 1.1956 -0.8803 0.369
H 3.8039 2.4936 0.1726 0.212
H 1.7271 1.1072 -3.6156 0.417
H 1.7452 -0.6657 -5.3231 0.438
H 1.7925 -3.0448 -4.6375 0.425
H 1.8603 -3.6349 -2.2478 0.437
H 4.2067 -3.2636 -0.2528 0.400
H 4.0274 -3.0360 1.4972 0.346
H 4.5780 -1.7017 0.4869 0.343
H 1.3853 -4.4516 0.2809 0.541
H -0.0432 -3.4143 0.3330 0.148
H 0.9213 -3.6590 1.7843 0.349
C -0.1094 -1.8551 4.3725 -1.201
O -0.3090 -1.4382 3.0228 0.440
C -1.5662 -1.5933 2.5192 -0.187
C -2.6652 -1.9961 3.2600 -0.449
C -3.9058 -2.0991 2.6427 -0.708
Br -5.4031 -2.6227 3.6765 -0.167
C -4.0689 -1.8494 1.2982 -0.749
C -2.9624 -1.4802 0.5361 0.674
C -1.7298 -1.3110 1.1584 0.038
O -0.6426 -0.8306 0.4499 0.027
C -3.0998 -1.2916 -0.9109 0.078
N -4.1768 -0.8726 -1.5042 -0.778
C -3.8758 -0.8059 -2.8484 0.236
C -4.6463 -0.3697 -3.9256 -0.862
C -4.0509 -0.3522 -5.1700 -0.454
C -2.7290 -0.7780 -5.3643 -0.637
C -1.9528 -1.2257 -4.3134 -0.569
C -2.5477 -1.2219 -3.0592 0.587
N -2.0573 -1.5110 -1.8011 0.045
H -0.3590 -2.9116 4.4896 0.400
H -0.7091 -1.2557 5.0600 0.319
H 0.9425 -1.7002 4.5904 0.252
H -2.5796 -2.2218 4.3117 0.599
H -5.0331 -1.9377 0.8199 0.666
H -0.9577 -0.3909 -0.3575 -0.228
H -5.6690 -0.0525 -3.7790 0.459
H -4.6126 0.0053 -6.0224 0.389
H -2.3096 -0.7497 -6.3609 0.424
H -0.9280 -1.5470 -4.4518 0.408
H -1.2083 -2.0267 -1.6292 0.110
```